{
  "formula": "C6H12N2O4",
  "method": "wB97M-V/def2-TZVPD",
  "total_energy_ha": -646.26934,
  "e_lumo_ev": 0.40,
  "gap_ev": 10.074,
  "homo_ev": -9.67,
  "multiplicity": 1,
  "elements": ["C", "C", "O", "C", "N", "C", "O", "C", "N", "C", "O", "O", "H", "H", "H", "H", "H", "H", "H", "H", "H", "H", "H", "H"],
  "coordinates": [[-2.39071, -1.59465, -0.33729], [-1.54265, -0.42052, 0.28605], [-0.70194, -0.94038, 1.38997], [-0.65881, 0.07861, -0.87756], [0.55322, -0.61747, -1.11169], [1.82665, -0.65899, -0.61949], [2.60793, -1.41964, -1.17401], [2.32363, 0.33866, 0.51744], [1.56732, 0.50380, 1.73343], [-0.38198, 1.53269, -0.76187], [0.48018, 2.05526, -1.41650], [-1.15944, 2.29798, 0.11980], [-2.99040, -1.95489, 0.48422], [-1.83273, -2.49345, -0.77436], [-3.08651, -1.17865, -1.03222], [-2.34547, 0.20771, 0.62128], [-0.11738, -0.22471, 1.62535], [-1.16636, -0.30976, -1.87616], [0.45775, -1.30584, -1.83556], [3.35901, 0.11264, 0.76174], [2.49936, 1.25966, -0.10218], [2.02686, 0.02097, 2.53850], [1.77100, 1.46152, 1.98122], [-1.09855, 3.24944, -0.14013]],
  "forces_ev_per_angstrom": [[1.387, -0.887, 1.347], [0.753, -3.857, -0.370], [-2.520, 0.049, -1.877], [-1.535, -0.812, -0.373], [0.705, -1.001, 0.113], [0.714, 0.093, 0.837], [-0.070, 0.556, 0.662], [1.171, -0.548, -2.452], [0.395, 0.759, 1.221], [-0.037, 2.808, -0.530], [-0.160, 0.222, 0.203], [0.234, -0.700, -1.150], [-0.250, -0.507, 0.240], [-0.479, 1.482, 0.543], [-0.313, 0.278, -0.772], [0.330, 1.132, 0.288], [0.838, 0.666, 0.409], [0.092, 2.206, 1.925], [0.345, -0.187, -0.061], [0.068, -0.823, -0.332], [-0.862, -0.255, 0.904], [-0.592, -0.068, -1.212], [-0.613, 0.470, 0.266], [0.399, -1.078, 0.172]]
}

{
  "formula": "C6H12N2O5",
  "method": "wB97M-V/def2-TZVPD",
  "total_energy_ha": -721.50890,
  "e_lumo_ev": 0.34,
  "gap_ev": 10.169,
  "homo_ev": -9.83,
  "multiplicity": 1,
  "elements": ["N", "C", "C", "O", "C", "O", "N", "C", "C", "O", "C", "O", "O", "H", "H", "H", "H", "H", "H", "H", "H", "H", "H", "H", "H"],
  "coordinates": [[-2.28878, 0.57149, 1.33858], [-1.35747, 0.12256, 0.22931], [-2.06680, 0.25374, -1.09108], [-2.71234, 1.52599, -1.12651], [-0.16521, 1.13082, 0.26046], [-0.29958, 2.20206, 0.88448], [1.10135, 0.91920, -0.14069], [1.80717, -0.34479, -0.39630], [2.07748, -1.10438, 0.90340], [2.42903, -0.20985, 1.90773], [1.14699, -1.26785, -1.39958], [1.24485, -2.47133, -1.45909], [0.57240, -0.62504, -2.39663], [-2.43352, -0.19515, 2.01656], [-1.79512, 1.39046, 1.68240], [-1.04341, -0.87887, 0.24151], [-2.68828, -0.65197, -1.26660], [-1.40158, 0.36222, -1.90566], [-3.43842, 1.52351, -0.46559], [1.74457, 1.56816, 0.30187], [2.81543, -0.09034, -0.77892], [2.80580, -1.94945, 0.63464], [1.12373, -1.64567, 1.23174], [2.33850, -0.39163, 2.82183], [0.48321, 0.25610, -2.02785]],
  "forces_ev_per_angstrom": [[0.761, -1.817, -1.125], [-0.223, 2.207, 0.358], [-1.307, 1.128, 0.034], [-1.194, -0.651, 0.082], [-0.555, 1.730, 3.239], [-0.622, -1.244, -1.051], [1.569, -1.382, -1.620], [0.282, -0.102, 1.424], [-1.529, -2.818, 0.648], [1.314, 1.701, -1.743], [0.910, -1.825, -0.952], [0.147, 0.778, 0.970], [-0.502, 0.482, -0.180], [0.404, 0.982, -0.371], [-0.409, 0.008, 0.698], [0.742, -1.494, 0.788], [-0.104, 0.750, 0.062], [0.672, -0.453, -0.809], [0.818, -0.038, -0.340], [-0.459, 0.227, -0.213], [-0.635, 0.101, -0.233], [-0.589, 1.288, 0.760], [1.024, 0.521, -0.621], [-0.417, -1.158, 0.880], [-0.099, 1.079, -0.685]]
}

{
  "formula": "C6H12N3",
  "method": "wB97M-V/def2-TZVPD",
  "total_energy_ha": -399.71322,
  "e_lumo_ev": -3.31,
  "gap_ev": 9.205,
  "homo_ev": -12.52,
  "multiplicity": 1,
  "total_charge": 1,
  "elements": ["C", "C", "N", "C", "N", "C", "C", "N", "C", "H", "H", "H", "H", "H", "H", "H", "H", "H", "H", "H", "H"],
  "coordinates": [[-1.40571, 0.96988, -1.18998], [-0.54347, 0.28139, -0.46575], [0.85281, 0.11298, -0.91701], [1.33617, 0.99483, -1.93749], [1.54625, -0.92705, -0.60232], [1.00170, -1.87814, 0.02708], [-0.39178, -1.70588, 0.66609], [-0.67614, -0.27053, 0.91821], [0.11202, 0.39727, 1.98321], [-2.51347, 1.04975, -1.00556], [-1.16362, 1.08900, -2.30711], [1.33620, 1.96436, -1.52538], [2.29459, 0.60610, -2.23203], [0.66678, 1.05850, -2.82678], [1.66519, -2.67671, 0.39781], [-1.10744, -2.19706, 0.09161], [-0.57438, -2.30574, 1.54630], [-1.67592, -0.25257, 1.28495], [1.17155, -0.01126, 2.13821], [0.21172, 1.51769, 1.94821], [-0.29477, 0.38838, 3.00936]],
  "forces_ev_per_angstrom": [[-1.993, -0.965, -1.823], [2.710, 0.907, -0.660], [-3.813, 1.697, 0.837], [-0.721, -0.420, -1.079], [1.268, -1.756, -0.428], [-0.115, -0.495, 2.385], [2.161, -1.319, 0.789], [-2.430, 0.130, 0.010], [2.828, 1.384, 2.157], [1.471, 0.252, 0.388], [-0.240, 0.174, 2.090], [0.536, 1.394, 0.296], [0.401, 0.248, -0.093], [0.592, -0.476, 0.459], [-0.582, 0.306, -0.449], [-1.704, 0.220, -1.816], [0.872, 0.254, 0.959], [1.261, 0.347, -1.133], [-1.578, 0.318, -0.909], [-0.210, -1.080, -1.316], [-0.713, -1.121, -0.664]]
}

{
  "formula": "C6H12N3O",
  "method": "wB97M-V/def2-TZVPD",
  "total_energy_ha": -475.18903,
  "e_lumo_ev": 3.93,
  "gap_ev": 6.387,
  "homo_ev": -2.46,
  "multiplicity": 1,
  "total_charge": -1,
  "elements": ["C", "C", "N", "N", "C", "C", "C", "N", "O", "C", "H", "H", "H", "H", "H", "H", "H", "H", "H", "H", "H", "H"],
  "coordinates": [[1.96985, -0.40039, 2.23750], [0.89299, -0.20151, 1.23965], [-0.28852, 0.19889, 1.57743], [-1.25541, 0.22142, 0.49992], [-2.19188, 1.35694, 0.57987], [-0.48823, 0.03916, -0.76196], [-1.12344, -1.11859, -1.51736], [-0.55518, 1.26163, -1.64786], [0.67088, 2.07947, -1.47744], [1.06949, -0.18779, -0.19605], [2.38456, -1.38464, 2.31166], [1.57237, 0.07192, 3.19728], [2.81552, 0.23797, 1.93144], [-2.09365, 2.06116, -0.37673], [-3.14680, 0.96517, 0.80179], [-1.82380, 2.03124, 1.30485], [-1.83966, -0.60499, -2.17079], [-1.42367, -1.82070, -0.77799], [-0.44706, -1.54654, -2.26818], [-0.58190, 0.94590, -2.63587], [1.40094, 0.97742, -0.51022], [1.65654, -0.96439, -0.68779]],
  "forces_ev_per_angstrom": [[-0.295, 2.531, 1.002], [-2.107, 0.329, -0.738], [-0.631, -0.269, 1.129], [2.096, 0.363, 0.368], [2.017, 0.987, -2.366], [2.065, 0.406, -0.384], [1.204, 1.343, -1.208], [1.994, 0.036, 0.358], [-1.673, -0.830, -0.208], [-1.677, 1.894, -2.088], [-0.204, -0.768, 0.282], [0.687, -1.178, -0.861], [-0.104, -0.112, 0.044], [-0.566, -2.060, 1.536], [-1.291, 0.057, 0.094], [0.080, 0.525, 1.390], [-0.980, -0.671, 0.547], [-0.876, -0.771, 0.061], [0.284, -0.197, 0.424], [0.452, 0.072, 0.786], [-0.369, -1.724, -0.140], [-0.106, 0.037, -0.027]]
}

{
  "formula": "C6H12N3O3P",
  "method": "wB97M-V/def2-TZVPD",
  "total_energy_ha": -967.13984,
  "e_lumo_ev": 0.08,
  "gap_ev": 9.488,
  "homo_ev": -9.41,
  "multiplicity": 1,
  "elements": ["N", "C", "C", "C", "C", "O", "C", "C", "N", "P", "N", "O", "H", "H", "H", "H", "H", "H", "H", "H", "H", "H", "O", "H", "H"],
  "coordinates": [[-1.00061, -1.50507, -2.52724], [-1.12386, -0.69785, -1.73550], [-0.98903, 0.53073, -0.88022], [-2.22063, 0.62382, 0.05742], [-3.55675, 0.86785, -0.68783], [-4.65594, 0.47819, 0.12902], [0.29595, 0.48036, 0.04682], [1.11021, 1.69495, -0.23877], [1.87504, 2.53616, -0.27604], [1.33651, -1.09036, -0.16451], [2.89718, -0.50644, -0.57791], [1.47383, -1.74576, 1.40699], [-0.98086, 1.41877, -1.51900], [-2.29282, -0.22518, 0.75336], [-2.04258, 1.50847, 0.69518], [-3.62602, 1.95862, -0.84787], [-3.59564, 0.36755, -1.66035], [-4.42064, 0.66988, 1.04270], [-0.02328, 0.49806, 1.09830], [3.53955, -1.28869, -0.63910], [3.18605, 0.13103, 0.16539], [1.24625, -1.05711, 2.05113], [4.67550, -1.82398, 1.07020], [5.13925, -1.99907, 1.89577], [3.74537, -1.78512, 1.33152]],
  "forces_ev_per_angstrom": [[-0.383, -1.220, -0.853], [0.781, 2.292, 0.752], [-0.834, -1.483, 1.095], [-0.135, 0.835, -0.188], [0.445, 0.597, 0.859], [0.131, -0.251, -0.366], [0.635, 1.039, -0.793], [-1.023, -2.073, 1.225], [0.821, 1.321, -0.344], [0.543, -1.904, -1.152], [-1.720, 0.465, 1.153], [-0.339, 1.610, -0.398], [0.193, -0.301, -0.053], [0.075, -0.110, -0.521], [-0.069, -0.260, -0.106], [0.042, -0.312, -0.334], [-0.199, -0.167, 0.320], [-0.135, 0.038, -0.041], [0.013, 0.214, -0.270], [0.108, 0.154, -0.182], [0.692, 0.114, -0.490], [0.252, -0.350, 0.311], [-0.036, -0.025, 0.411], [0.134, -0.066, -0.115], [0.009, -0.158, 0.077]]
}

{
  "formula": "C6H12N3O3P",
  "method": "wB97M-V/def2-TZVPD",
  "total_energy_ha": -967.23890,
  "e_lumo_ev": 0.69,
  "gap_ev": 10.943,
  "homo_ev": -10.25,
  "multiplicity": 1,
  "elements": ["C", "C", "O", "P", "O", "O", "C", "C", "N", "C", "N", "C", "N", "H", "H", "H", "H", "H", "H", "H", "H", "H", "H", "H", "H"],
  "coordinates": [[-0.21888, 0.28759, 3.25848], [-0.89770, -0.66939, 2.29267], [0.06174, -1.38755, 1.52030], [0.90696, -0.91135, 0.29345], [2.23317, -1.48283, 0.19996], [0.77958, 0.67081, 0.27744], [1.62736, 1.39777, -0.62378], [0.78260, 2.19016, -1.60553], [-0.17112, -1.37479, -1.15401], [-1.34738, -0.70640, -1.22869], [-2.07927, -1.09023, -2.23681], [-1.31565, -2.04542, -2.81419], [-0.17533, -2.26996, -2.23661], [0.26335, 1.09718, 2.71671], [-0.95658, 0.70417, 3.94114], [0.53343, -0.24666, 3.83258], [-1.60038, -0.13362, 1.64791], [-1.43658, -1.44959, 2.84287], [2.23571, 2.06896, -0.00956], [2.28829, 0.69671, -1.13923], [0.14451, 2.89007, -1.06961], [1.43309, 2.74758, -2.27379], [0.15631, 1.52610, -2.19640], [-1.62397, 0.07126, -0.54545], [-1.62323, -2.58058, -3.68983]],
  "forces_ev_per_angstrom": [[-0.044, -0.182, -0.229], [-0.397, 0.311, 0.667], [0.376, 0.030, -0.624], [-0.820, -0.895, -1.527], [0.171, -0.098, -0.189], [-0.534, -0.955, 0.393], [0.375, 0.587, -0.599], [0.055, -0.229, 0.313], [-0.216, 0.756, 0.585], [0.000, -0.101, -0.176], [-0.585, 0.376, 0.031], [0.045, 0.195, 0.258], [1.546, 0.031, 1.328], [0.010, 0.068, 0.030], [-0.042, 0.037, 0.037], [0.044, -0.026, 0.108], [0.062, -0.165, 0.003], [0.031, 0.229, -0.212], [-0.056, -0.193, -0.060], [0.010, 0.104, 0.064], [-0.048, 0.066, -0.015], [0.051, 0.065, -0.074], [-0.029, -0.022, -0.096], [-0.037, 0.184, 0.186], [0.032, -0.177, -0.202]]
}